Molecular formula: C52H134F6N7O23PS
Method: DFT, wB97M-V/def2-TZVPD

Output
Molar mass: 1402.699 g/mol
Total energy: -150042.0782 eV

Element x y z (Å)
O1 13.82 13.19 18.94
H1 13.87 12.85 19.84
H2 12.99 12.89 18.58
H3 13.79 14.14 19.09
O2 15.01 18.19 21.92
H4 15.01 18.52 21.02
H5 14.88 17.25 22.11
H6 14.29 18.59 22.41
O3 13.72 12.52 23.42
H7 14.30 12.98 24.03
H8 13.59 13.01 22.61
H9 14.11 11.67 23.21
S1 13.40 15.27 21.19
O4 13.43 13.86 21.42
O5 12.05 15.82 21.42
O6 14.35 15.88 22.06
O7 13.73 15.50 19.80
P1 15.26 9.84 21.77
F1 15.73 8.58 22.62
F2 14.47 8.81 20.75
F3 13.86 10.09 22.53
F4 14.81 11.15 20.89
F5 15.94 10.81 22.84
F6 16.54 9.84 20.77
C1 20.01 18.45 18.59
O8 18.59 18.47 18.40
C2 17.84 17.57 19.20
C3 16.37 17.59 18.71
N1 15.56 18.59 19.35
C4 16.04 19.95 19.10
C5 15.91 20.56 17.67
O9 14.55 20.96 17.33
C6 14.40 22.09 16.45
H10 20.32 17.41 18.71
H11 20.37 19.03 19.43
H12 20.56 18.91 17.77
H13 18.00 17.87 20.24
H14 18.26 16.59 18.95
H15 15.88 16.69 19.08
H16 16.25 17.55 17.63
H17 14.61 18.39 19.08
H18 17.10 20.01 19.34
H19 15.50 20.45 19.90
H20 16.12 19.86 16.87
H21 16.54 21.45 17.68
H22 15.00 21.82 15.58
H23 14.85 23.01 16.81
H24 13.37 22.36 16.21
C7 17.93 16.73 15.03
O10 17.57 15.39 15.12
C8 18.61 14.41 15.36
C9 18.04 12.98 15.63
N2 17.51 12.32 14.38
C10 18.55 11.90 13.48
C11 17.97 11.32 12.12
O11 17.29 12.51 11.54
C12 16.78 12.08 10.31
H25 18.76 16.71 14.33
H26 18.19 17.24 15.96
H27 17.13 17.22 14.46
H28 19.35 14.60 16.15
H29 19.24 14.47 14.47
H30 17.25 12.98 16.38
H31 18.83 12.40 16.11
H32 17.03 12.99 13.81
H33 19.29 11.21 13.91
H34 19.18 12.69 13.06
H35 17.30 10.49 12.31
H36 18.81 10.97 11.51
H37 17.56 11.67 9.68
H38 16.41 12.93 9.75
H39 16.07 11.26 10.40
C13 18.24 12.83 19.85
O12 18.32 13.37 21.21
C14 16.98 13.69 21.63
C15 17.11 14.21 23.12
N3 15.80 14.42 23.73
C16 15.87 14.99 25.08
C17 14.36 15.06 25.63
O13 13.85 13.76 25.84
C18 14.44 13.00 26.83
H40 19.24 12.58 19.52
H41 17.85 13.58 19.15
H42 17.48 12.05 19.74
H43 16.28 12.86 21.60
H44 16.64 14.50 20.99
H45 17.57 15.20 23.20
H46 17.74 13.50 23.66
H47 15.23 14.99 23.12
H48 16.19 16.03 25.14
H49 16.62 14.47 25.68
H50 13.66 15.62 25.01
H51 14.39 15.77 26.45
H52 13.98 12.02 26.91
H53 14.34 13.45 27.82
H54 15.49 12.88 26.56
C19 14.85 14.64 12.60
O14 13.73 15.24 13.19
C20 13.26 16.46 12.61
C21 12.18 16.11 11.55
N4 11.17 15.13 11.93
C22 10.09 15.65 12.73
C23 9.08 14.65 13.17
O15 9.40 13.98 14.42
C24 8.39 13.24 15.07
H55 15.73 15.29 12.67
H56 14.62 14.43 11.55
H57 15.13 13.67 13.01
H58 14.07 17.17 12.42
H59 12.74 17.09 13.32
H60 12.78 15.73 10.73
H61 11.76 17.00 11.09
H62 11.74 14.52 12.50
H63 9.60 16.48 12.21
H64 10.44 16.16 13.63
H65 8.92 13.91 12.39
H66 8.14 15.15 13.43
H67 7.94 12.48 14.43
H68 7.57 13.94 15.22
H69 8.70 12.90 16.06
C25 14.93 14.86 16.02
O16 13.76 14.82 16.79
C26 12.51 15.04 16.19
C27 11.38 14.86 17.25
N5 11.36 13.47 17.76
C28 10.36 13.29 18.81
C29 10.19 11.79 19.23
O17 11.48 11.23 19.46
C30 11.48 9.99 20.03
H70 15.13 15.79 15.50
H71 14.91 14.05 15.29
H72 15.82 14.70 16.63
H73 12.32 14.38 15.34
H74 12.46 16.10 15.97
H75 10.46 15.08 16.70
H76 11.49 15.57 18.07
H77 10.98 12.88 17.03
H78 9.41 13.65 18.42
H79 10.51 13.89 19.71
H80 9.80 11.24 18.39
H81 9.50 11.73 20.07
H82 11.13 10.08 21.06
H83 12.52 9.67 19.95
H84 10.90 9.19 19.56
C31 8.93 16.07 22.45
C32 9.55 17.44 22.70
O18 10.88 17.38 23.14
O19 9.40 15.50 21.22
H85 7.85 16.20 22.37
H86 9.17 15.46 23.32
H87 8.97 17.92 23.49
H88 9.54 17.99 21.75
H89 11.35 16.89 22.46
H90 10.36 15.54 21.28
C33 10.95 19.58 19.15
C34 11.44 18.08 19.54
O20 12.76 17.81 19.09
O21 9.84 20.07 19.88
H91 10.75 19.74 18.09
H92 11.79 20.24 19.37
H93 10.72 17.40 19.07
H94 11.35 17.95 20.62
H95 13.08 16.97 19.42
H96 9.62 20.90 19.47
C35 13.81 8.69 12.69
C36 13.72 9.76 13.79
C37 12.19 9.85 14.21
C38 12.11 10.50 15.59
C39 12.84 9.82 16.71
C40 14.36 9.70 16.42
N6 14.53 9.24 14.95
O22 15.83 9.01 14.67
C41 15.05 11.07 16.66
C42 14.94 8.75 17.44
C43 14.20 11.15 13.27
H97 14.84 8.62 12.34
H98 13.34 9.12 11.80
H99 13.43 7.67 12.79
H100 11.68 10.45 13.46
H101 11.78 8.84 14.24
H102 11.05 10.52 15.87
H103 12.50 11.51 15.52
H104 12.42 8.84 16.95
H105 12.69 10.41 17.61
H106 16.09 11.02 16.35
H107 14.53 11.84 16.08
H108 14.90 11.30 17.71
H109 15.90 8.46 17.01
H110 15.08 9.19 18.43
H111 14.40 7.82 17.58
H112 13.89 12.03 13.84
H113 13.73 11.30 12.30
H114 15.28 11.29 13.18
H115 16.16 9.90 14.56
C44 7.62 11.02 24.76
C45 9.04 10.55 25.17
C46 10.04 11.04 24.01
C47 10.23 12.55 24.17
C48 10.73 12.90 25.60
C49 9.84 12.35 26.79
N7 9.45 10.95 26.51
O23 8.70 10.24 27.50
C50 10.63 12.40 28.12
C51 8.68 13.41 26.90
C52 9.02 9.02 25.03
H116 6.85 10.65 25.44
H117 7.23 10.65 23.80
H118 7.53 12.10 24.79
H119 10.99 10.52 24.16
H120 9.73 10.71 23.02
H121 9.36 13.16 23.93
H122 11.01 12.90 23.50
H123 10.96 13.97 25.67
H124 11.68 12.37 25.65
H125 10.86 13.43 28.36
H126 10.25 11.92 29.03
H127 11.65 12.04 27.99
H128 7.73 12.93 27.13
H129 8.80 14.23 27.61
H130 8.65 14.06 26.02
H131 9.92 8.48 25.31
H132 8.86 8.78 23.98
H133 8.18 8.59 25.57
H134 9.31 9.54 27.75

=====

Molecular formula: C16H12F5I2N3O2Sn
Method: DFT, wB97M-V/def2-TZVPD

Output
Relative energy (zero: lowest compared OMol25 entry of this formula, charge and spin): 1.508 eV
Total charge: +2
Molar mass: 745.800 g/mol
Total energy: -60954.4022 eV

Element x y z (Å)
Sn1 -0.55 0.79 -0.82
O1 4.01 1.45 -1.05
C1 4.56 0.39 -0.47
C2 5.88 0.48 -0.05
C3 6.48 -0.60 0.55
C4 5.80 -1.81 0.76
C5 4.51 -1.94 0.36
C6 3.84 -0.84 -0.27
C7 2.52 -0.91 -0.70
O2 1.78 -0.06 -1.19
N1 1.92 -2.31 -0.52
N2 0.96 -2.53 -1.15
C8 -0.07 -2.90 -1.78
C9 -1.42 -2.71 -1.23
C10 -2.40 -3.63 -1.56
C11 -3.63 -3.52 -0.93
C12 -3.83 -2.50 -0.02
C13 -2.79 -1.60 0.21
N3 -1.61 -1.68 -0.38
H1 3.09 1.27 -1.28
H2 6.41 1.41 -0.22
H3 7.51 -0.51 0.87
H4 6.31 -2.64 1.24
H5 3.97 -2.86 0.53
H6 0.11 -3.41 -2.72
H7 -2.19 -4.43 -2.26
H8 -4.42 -4.23 -1.15
H9 -4.77 -2.38 0.50
H10 -2.93 -0.77 0.91
I1 0.81 3.75 -1.05
C14 -0.74 4.54 0.18
I2 -2.42 3.25 0.36
H11 -1.07 5.46 -0.27
H12 -0.32 4.69 1.17
F1 0.69 -0.83 1.42
C15 0.07 0.41 1.36
F2 -1.08 0.29 2.08
C16 1.00 1.35 2.13
F3 1.24 0.93 3.36
F4 0.47 2.58 2.20
F5 2.17 1.44 1.47

=====

Molecular formula: C3H9OPS2
Method: DFT, wB97M-V/def2-TZVPD

Output
Relative energy (zero: lowest compared OMol25 entry of this formula, charge and spin): 3.668 eV
Molar mass: 156.212 g/mol
Total energy: -36262.2627 eV

Element x y z (Å)
C1 1.99 0.34 -1.78
C2 -2.33 0.29 1.32
C3 0.56 0.01 -1.42
O1 -1.47 0.23 0.19
P1 0.12 0.57 0.30
S1 0.44 2.47 0.70
S2 0.32 -2.90 1.93
H1 2.18 0.07 -2.82
H2 2.19 1.41 -1.67
H3 2.69 -0.20 -1.16
H4 -3.34 0.15 0.95
H5 -2.25 1.25 1.83
H6 -2.08 -0.52 2.01
H7 0.38 -1.07 -1.44
H8 -0.16 0.50 -2.09
H9 0.75 -2.61 3.15

=====

Molecular formula: C8H10NO5P
Method: DFT, wB97M-V/def2-TZVPD

Output
Structure (SMILES): O=[P@]1([O-])O[C@@H]1[C@H]1C=C[C@@H](C=[N+]([O-])[O-])CC1
Relative energy (zero: lowest compared OMol25 entry of this formula, charge and spin): 0.000 eV
Total charge: -2
Molar mass: 231.144 g/mol
Total energy: -29472.9396 eV

Element x y z (Å)
O1 3.84 -0.55 -0.29
P1 3.03 0.71 -0.17
O2 3.47 1.95 -0.87
O3 2.49 0.97 1.41
C1 1.39 0.56 0.49
C2 0.95 -0.86 0.76
C3 -0.28 -0.91 1.62
C4 -1.44 -0.64 1.05
C5 -1.53 -0.23 -0.39
C6 -1.38 1.27 -0.45
N1 -2.42 2.02 -0.14
O4 -2.38 3.27 -0.34
O5 -3.46 1.50 0.38
C7 -0.51 -0.93 -1.31
C8 0.65 -1.58 -0.55
H1 0.64 1.33 0.45
H2 1.80 -1.35 1.25
H3 -0.18 -1.13 2.67
H4 -2.37 -0.60 1.61
H5 -2.56 -0.46 -0.74
H6 -0.61 1.75 -1.02
H7 -0.11 -0.19 -2.00
H8 -1.01 -1.69 -1.91
H9 0.41 -2.63 -0.33
H10 1.56 -1.56 -1.17

=====

Molecular formula: C36H100N8O12
Method: DFT, wB97M-V/def2-TZVPD

Output
Structure (SMILES): COC[C@H](C)N.COC[C@H](C)N.COC[C@H](C)N.COC[C@H](C)N.COC[C@H](C)N.COC[C@H](C)N.COC[C@H](C)N.COC[C@H](C)N.OCCO.OCCO
Relative energy (zero: lowest compared OMol25 entry of this formula, charge and spin): 0.834 eV
Molar mass: 837.240 g/mol
Total energy: -75439.6164 eV

Element x y z (Å)
C1 -1.52 -3.99 -3.03
O1 -1.54 -5.07 -3.91
C2 -0.44 -5.92 -3.74
C3 -0.59 -7.13 -4.64
C4 -1.86 -7.85 -4.29
N1 0.57 -8.09 -4.38
H1 -0.92 -3.14 -3.36
H2 -1.17 -4.30 -2.03
H3 -2.55 -3.63 -2.91
H4 0.49 -5.37 -3.98
H5 -0.40 -6.31 -2.70
H6 -0.50 -6.86 -5.69
H7 -2.74 -7.25 -4.54
H8 -1.90 -8.05 -3.22
H9 -1.93 -8.78 -4.86
H10 0.44 -8.50 -3.45
H11 1.45 -7.56 -4.33
C5 4.14 2.14 -1.31
O2 5.30 1.36 -1.61
C6 6.18 2.07 -2.39
C7 7.03 2.95 -1.47
C8 7.76 4.02 -2.20
N2 8.02 2.08 -0.74
H12 4.41 3.10 -0.83
H13 3.56 1.55 -0.61
H14 3.55 2.37 -2.20
H15 6.89 1.42 -2.91
H16 5.65 2.63 -3.18
H17 6.37 3.40 -0.72
H18 8.10 4.83 -1.56
H19 7.09 4.49 -2.95
H20 8.60 3.66 -2.80
H21 8.53 1.58 -1.46
H22 7.47 1.40 -0.21
C9 -3.54 3.11 -3.81
O3 -3.01 1.86 -4.27
C10 -2.23 1.21 -3.32
C11 -1.28 0.30 -4.04
C12 -1.96 -0.78 -4.91
N3 -0.30 -0.30 -3.08
H23 -4.28 3.43 -4.53
H24 -2.75 3.89 -3.75
H25 -3.97 3.02 -2.80
H26 -1.64 1.92 -2.72
H27 -2.88 0.61 -2.65
H28 -0.73 0.91 -4.78
H29 -2.63 -1.42 -4.34
H30 -1.18 -1.36 -5.41
H31 -2.50 -0.30 -5.72
H32 0.15 0.52 -2.63
H33 0.44 -0.66 -3.70
C13 -6.96 5.45 1.72
O4 -5.89 4.89 0.98
C14 -5.33 3.78 1.61
C15 -4.04 3.42 0.95
C16 -3.59 2.05 1.32
N4 -2.96 4.36 1.31
H34 -7.34 6.31 1.18
H35 -6.62 5.81 2.71
H36 -7.75 4.71 1.90
H37 -5.20 3.93 2.70
H38 -6.00 2.88 1.56
H39 -4.10 3.54 -0.13
H40 -2.56 1.89 1.00
H41 -4.21 1.26 0.89
H42 -3.60 1.91 2.41
H43 -3.32 5.31 1.07
H44 -2.89 4.46 2.34
C17 -3.90 -2.66 3.75
O5 -2.69 -2.14 3.28
C18 -2.23 -1.11 4.10
C19 -1.59 -1.54 5.37
C20 -1.29 -0.28 6.20
N5 -0.29 -2.23 5.05
H45 -3.86 -2.91 4.81
H46 -4.12 -3.55 3.15
H47 -4.72 -1.96 3.53
H48 -1.58 -0.44 3.52
H49 -3.12 -0.53 4.38
H50 -2.25 -2.19 5.96
H51 -0.51 0.33 5.74
H52 -0.90 -0.59 7.18
H53 -2.18 0.30 6.43
H54 -0.03 -2.84 5.83
H55 -0.38 -2.84 4.24
C21 -2.61 -2.80 0.24
O6 -3.65 -3.77 0.21
C22 -4.81 -3.26 -0.39
C23 -5.75 -4.39 -0.62
C24 -5.31 -5.20 -1.86
N6 -7.11 -3.86 -0.71
H56 -2.95 -1.85 0.67
H57 -2.21 -2.66 -0.76
H58 -1.81 -3.12 0.90
H59 -5.29 -2.54 0.29
H60 -4.58 -2.78 -1.36
H61 -5.72 -5.09 0.22
H62 -5.92 -6.09 -2.03
H63 -4.25 -5.47 -1.82
H64 -5.37 -4.57 -2.77
H65 -7.17 -3.15 -1.44
H66 -7.77 -4.58 -1.00
C25 4.20 -3.09 0.43
O7 5.38 -2.46 0.11
C26 5.69 -1.46 1.03
C27 7.05 -0.95 0.70
C28 8.06 -2.08 0.65
N7 7.42 0.09 1.65
H67 4.12 -3.40 1.49
H68 4.14 -3.98 -0.20
H69 3.31 -2.48 0.21
H70 4.94 -0.66 0.93
H71 5.63 -1.87 2.05
H72 7.05 -0.50 -0.30
H73 8.27 -2.56 1.61
H74 9.04 -1.75 0.28
H75 7.71 -2.84 -0.06
H76 7.19 -0.11 2.61
H77 8.42 0.25 1.59
C29 -0.26 8.62 -0.13
O8 0.54 7.55 -0.13
C30 -0.14 6.44 0.36
C31 0.72 5.19 0.20
C32 1.05 4.95 -1.26
N8 0.08 3.98 0.85
H78 0.33 9.45 -0.48
H79 -0.56 8.85 0.91
H80 -1.16 8.46 -0.72
H81 -0.38 6.57 1.44
H82 -1.11 6.31 -0.17
H83 1.65 5.45 0.74
H84 0.19 4.51 -1.77
H85 1.95 4.37 -1.40
H86 1.23 5.92 -1.75
H87 0.15 4.13 1.86
H88 -0.96 3.99 0.65
O9 1.80 -0.02 3.55
C33 2.73 0.42 4.51
C34 3.17 -0.72 5.41
O10 2.17 -1.11 6.34
H89 1.07 -0.45 4.03
H90 3.58 0.79 3.96
H91 2.25 1.18 5.13
H92 4.05 -0.45 5.99
H93 3.49 -1.58 4.79
H94 1.39 -1.56 5.90
O11 0.34 -1.54 -0.55
C35 -0.03 -0.54 0.38
C36 0.87 0.67 0.40
O12 0.73 1.58 -0.71
H95 0.13 -1.20 -1.49
H96 -1.08 -0.22 0.24
H97 0.06 -0.95 1.39
H98 1.91 0.28 0.51
H99 0.76 1.22 1.35
H100 0.77 2.51 -0.30

=====

Molecular formula: C5H17N2O3
Method: DFT, wB97M-V/def2-TZVPD

Output
Relative energy (zero: lowest compared OMol25 entry of this formula, charge and spin): 2.924 eV
Total charge: -1
Molar mass: 153.202 g/mol
Total energy: -14581.2675 eV

Element x y z (Å)
N1 -0.69 -1.85 -2.01
C1 -1.40 -0.59 -1.70
C2 -0.56 0.44 -0.94
N2 -0.66 0.14 0.56
C3 0.08 -1.03 1.08
C4 -0.12 1.25 1.36
C5 1.50 1.68 1.03
O1 2.45 0.75 0.89
H1 -0.40 -1.82 -3.04
H2 0.18 -1.80 -1.37
H3 -2.27 -0.81 -1.04
H4 -1.69 -0.17 -2.61
H5 -0.95 1.37 -1.19
H6 0.47 0.33 -1.29
H7 1.03 -1.17 0.76
H8 -0.47 -1.95 0.85
H9 0.19 -1.10 2.15
H10 -0.70 2.19 1.26
H11 -0.26 1.17 2.44
H12 1.78 2.08 1.97
H13 1.50 2.43 0.23
H14 -2.71 -0.29 1.59
H15 -3.08 -0.03 0.09
O2 -3.43 -0.04 1.11
H16 3.44 -0.93 -1.29
H17 2.69 -0.02 -0.28
O3 2.70 -0.47 -1.27